[1]
This record from the Open Molecules 2025 dataset describes a structure of composition C35H54N4O6P2SSe4TeZr. The level of theory is ωB97M-V/def2-TZVPD.

```
108
Properties=species:S:1:pos:R:3:forces:R:3
C 0.749 -5.077 1.682 -0.001 0.000 -0.006
H 4.027 0.022 -2.665 0.005 0.004 0.001
H -2.114 -3.806 2.865 0.000 0.006 0.009
Zr -0.532 0.147 -0.257 0.106 0.930 1.622
C 3.087 2.170 -1.220 -0.039 -0.116 0.126
C -3.520 0.432 2.547 -0.022 -0.042 0.043
H -3.543 -1.577 1.780 0.026 0.099 0.017
H -3.443 4.443 -7.725 -0.003 0.013 -0.006
N -0.538 6.296 -2.387 -0.173 0.571 0.052
H -0.956 0.161 4.146 0.021 0.021 0.005
H -3.151 -1.076 4.764 -0.021 -0.009 0.001
H 4.069 2.510 1.694 0.025 0.000 0.008
C 1.210 4.966 -4.672 -0.048 -0.116 0.028
H -3.359 0.891 1.578 0.006 0.041 -0.002
O -1.866 4.359 -5.451 -0.066 -0.095 0.063
H 2.843 -0.285 1.748 -0.040 0.010 -0.003
H 0.047 -2.738 4.309 0.026 0.022 0.031
C -0.337 4.917 -2.601 0.007 -0.464 -0.037
H 0.479 1.782 -5.077 0.022 -0.038 0.014
C -1.307 4.547 -8.009 -0.034 0.064 0.257
C 3.402 0.495 1.232 -0.209 -0.060 -0.066
C 1.253 -3.951 1.053 0.031 0.046 -0.032
H -4.592 0.481 2.752 0.004 -0.039 -0.002
C 1.107 2.013 -4.213 -0.018 -0.077 0.041
C -3.053 -1.024 2.588 0.139 0.014 -0.101
H 0.754 3.532 -6.261 -0.067 0.023 0.000
C -2.730 4.914 -8.402 0.006 0.013 0.009
H 2.081 2.364 -4.563 -0.005 -0.005 -0.010
C 2.520 3.498 -0.705 -0.007 0.044 -0.028
H 1.080 0.530 2.762 0.008 -0.011 0.012
H -2.869 5.994 -8.357 -0.024 -0.013 -0.007
H 5.297 -2.744 -4.127 0.004 0.005 -0.032
C 2.639 -0.751 -1.223 0.114 -0.093 0.038
C 3.547 -2.004 -3.098 0.042 0.064 -0.057
P 2.325 0.752 -0.265 0.044 0.108 -0.270
C 4.803 -0.064 0.985 -0.039 0.005 0.028
Se -4.960 1.539 -0.589 -0.070 0.105 0.138
H -2.939 4.575 -9.416 0.010 -0.001 -0.002
H 3.799 1.493 3.110 -0.011 0.004 0.006
C -0.801 3.883 -1.826 0.029 0.246 0.084
H -2.992 1.039 3.290 -0.014 0.008 0.006
H 5.092 1.357 -1.635 0.043 0.008 0.013
H 4.859 3.056 -2.071 -0.005 -0.003 0.002
C 0.697 4.601 -6.064 -0.262 0.164 0.021
C 1.916 -3.001 -1.614 -0.012 0.021 0.024
H -3.214 -2.690 4.028 -0.034 0.045 0.048
O -0.146 -0.239 -2.322 0.152 0.109 0.011
C -3.510 -1.648 3.905 0.075 -0.007 -0.030
P -1.258 -1.032 2.118 -0.245 -0.112 -0.041
C 3.417 1.741 2.115 0.002 -0.001 0.022
N -0.295 2.715 -2.281 0.023 -0.042 -0.297
Te -4.729 -2.738 -0.303 -0.106 0.000 0.102
C -0.399 -1.845 4.750 0.008 0.006 0.076
H -0.563 5.023 -8.648 0.005 0.031 0.028
Se -0.581 2.181 1.234 0.127 -0.418 -0.371
C 0.514 -2.755 0.965 0.011 -0.147 0.121
C 1.045 -0.263 3.505 -0.063 -0.054 0.016
C -0.658 -2.706 1.764 -0.055 0.005 0.034
Se -2.640 -1.558 -1.015 -0.011 -0.394 -0.342
H -1.412 3.925 -0.937 -0.010 0.008 -0.008
H 3.011 3.793 0.224 0.022 0.010 -0.022
C -1.095 -6.320 2.900 0.014 0.059 -0.014
O -0.328 -2.280 -3.259 0.033 0.195 -0.078
H 5.047 2.597 -0.385 -0.003 0.002 0.017
C -0.185 -1.076 -3.307 -0.061 -0.283 -0.017
H 5.208 -0.437 1.931 0.012 -0.001 -0.008
C 4.442 -2.087 -4.308 -0.030 -0.041 0.063
H 2.692 1.990 -2.221 -0.069 0.023 -0.065
S -1.010 5.109 -6.323 0.298 -0.351 -0.374
H 1.343 -5.987 1.677 -0.003 -0.001 0.007
H 2.225 -4.013 0.584 -0.006 0.007 -0.005
N 0.470 4.345 -3.584 0.102 0.214 0.052
H 1.183 6.038 -4.532 -0.035 0.093 0.055
O 0.178 7.115 -2.976 -0.021 -0.329 0.007
Se -3.007 0.808 -1.481 0.010 -0.062 -0.583
O -1.413 6.622 -1.604 0.199 -0.167 -0.126
H 4.830 -1.103 -4.575 0.001 0.002 0.003
C 2.762 -3.082 -2.701 -0.004 0.008 0.027
H 4.782 -0.893 0.276 0.016 0.000 0.012
H 1.506 0.100 4.429 -0.036 -0.017 0.017
H 1.457 3.429 -0.486 -0.061 -0.005 -0.003
H 3.901 -2.482 -5.171 0.014 -0.003 -0.006
H -2.140 -6.435 2.606 0.002 -0.022 0.008
H 1.230 1.094 -3.647 0.001 -0.019 0.041
H 2.249 4.635 -4.605 0.013 0.067 -0.008
H 2.693 4.296 -1.437 -0.008 -0.018 -0.001
C -0.501 -5.078 2.286 -0.048 -0.041 0.033
H -1.389 -2.106 5.116 0.081 -0.026 -0.025
C 3.455 -0.842 -2.347 -0.044 -0.072 0.008
C 0.431 3.008 -3.341 -0.099 0.089 0.134
C -0.397 -0.692 3.746 0.123 0.090 -0.120
H -4.602 -1.612 3.922 -0.014 -0.013 -0.011
H 0.217 -1.560 5.610 -0.037 0.000 0.028
N 0.901 -1.654 0.210 -0.106 0.059 -0.049
H -1.062 -6.285 3.993 -0.013 -0.011 0.000
H 1.242 -3.821 -1.420 -0.021 -0.005 0.022
C 4.609 2.285 -1.334 -0.010 -0.062 0.016
H 1.626 -1.124 3.158 -0.005 0.010 -0.015
H 2.415 2.166 2.223 0.032 0.000 0.007
C -1.166 -3.859 2.347 0.135 -0.041 -0.094
H 2.756 -3.988 -3.298 0.000 0.000 -0.003
O -1.058 6.546 -6.314 0.072 0.245 -0.051
H -1.152 3.467 -8.010 0.008 0.003 0.029
H 1.283 5.139 -6.812 0.014 -0.010 0.003
H -0.554 -7.211 2.579 -0.005 -0.006 0.005
H -0.061 -0.579 -4.293 -0.033 -0.027 -0.018
H 5.491 0.693 0.611 0.017 0.019 -0.018
C 1.830 -1.840 -0.824 0.149 -0.065 -0.288
```
Positions in Å, forces in eV/Å.

Results
* HOMO energy: -0.98 eV
* spin multiplicity: 1
* LUMO energy: 0.1105 hartree
* energy relative to the best compared isomer or geometry (same formula, charge and spin): 35.1 kcal/mol
* charge: -2
* frontier orbital gap: 0.1466 Ha
* E_tot: -354792.6013 eV

Atom charges from the Löwdin analysis, given in e for atoms 1 to 6: C -0.06; H 0.08; H 0.10; Zr 0.70; C -0.51; C -0.19

[2]
This record from the Open Molecules 2025 dataset describes a structure of composition C35H55IInO28. The level of theory is ωB97M-V/def2-TZVPD.

```
120
Properties=species:S:1:pos:R:3:forces:R:3
O 7.237 2.278 4.349 -0.719 -0.811 0.058
H 1.755 -4.191 -10.971 -0.205 -0.114 0.144
H 3.179 1.387 3.652 -0.142 -0.012 0.180
O -1.635 -2.852 0.479 0.277 0.486 0.527
H 2.576 0.992 6.620 -0.020 0.059 -0.069
H 8.516 1.100 7.045 -0.201 -0.131 -0.157
C -4.004 -1.789 -5.141 0.776 -0.471 -0.524
H -6.429 4.682 7.305 0.004 0.009 -0.054
H -3.014 -0.200 -4.061 -0.257 -0.002 0.137
C -0.185 1.983 -1.827 0.156 -0.353 -0.846
H 0.914 -4.229 1.856 -0.096 0.213 0.088
H -3.453 -2.728 -5.039 -0.218 0.081 -0.080
H -0.067 -3.917 -0.302 -0.024 0.010 0.049
H -0.111 1.734 -2.992 -0.205 0.487 2.431
H 4.160 1.075 5.811 -0.517 0.240 0.169
C 0.678 0.826 -1.057 -1.447 -1.054 0.210
H -3.701 -1.297 -6.071 -0.024 -0.032 0.039
C 3.141 1.471 5.814 0.474 -1.032 0.694
O -5.695 2.335 4.327 -2.104 3.647 7.419
H -0.670 -4.312 2.666 0.016 0.026 -0.073
H 9.182 2.707 4.921 -0.264 -0.001 -0.083
C 1.964 -8.051 -6.709 1.770 -1.441 -0.029
O 0.108 -4.579 -9.774 -0.687 0.408 0.332
O -7.201 -0.784 -4.521 2.552 -0.576 -0.192
H 1.655 2.229 11.687 0.250 -0.100 -0.016
O -1.504 -0.761 1.397 1.036 -3.087 -0.142
I -5.109 1.750 2.358 1.437 -1.343 -6.871
O 2.918 -8.811 -6.722 -1.996 1.622 0.022
C 6.430 1.242 4.724 -1.802 -0.495 -1.194
O -1.856 -4.049 -8.727 1.987 0.337 -2.007
O -5.399 -2.028 -5.183 -0.589 0.321 0.280
H -4.791 0.468 -1.266 0.067 0.246 0.271
C 1.909 1.459 9.684 -1.046 0.279 -0.569
C 0.573 1.586 1.266 -0.210 0.588 1.153
O 1.742 4.543 5.351 0.884 -2.390 -0.039
H -1.665 4.437 -2.501 1.246 -0.138 1.919
H -7.094 2.193 -0.991 0.373 0.050 0.393
O 4.772 -0.295 10.271 -2.107 1.704 0.037
H 3.445 -2.912 -5.448 -0.029 -0.009 0.077
H -0.052 -2.607 -12.298 -0.142 0.020 0.233
H -1.478 3.262 0.288 -0.837 1.926 -0.761
H 0.962 3.722 -0.660 -1.019 -0.767 -1.883
C -1.035 -3.852 -9.608 -1.969 -0.198 1.869
H -3.592 5.774 -0.192 0.710 -2.390 -0.102
C 1.147 -2.605 -3.907 -2.745 0.724 0.189
O -5.079 -0.214 -3.887 -0.991 -0.600 -0.890
H 4.133 -1.814 -3.438 -0.266 0.013 0.094
H 7.901 3.191 6.060 0.008 -0.080 -0.059
C 3.142 -3.403 -4.518 0.830 -0.545 -0.578
C -6.161 5.554 5.342 0.133 0.993 -0.230
H -0.118 0.036 -0.646 1.638 1.518 -1.041
C 3.302 -2.516 -3.326 0.919 0.260 0.598
H -0.513 5.618 -1.579 -1.117 -2.160 -0.040
C -6.950 4.777 6.346 -0.595 0.231 0.730
O 3.413 1.176 11.377 0.412 -0.689 -0.599
C 2.433 2.094 10.931 -0.444 0.929 0.525
H -1.343 1.859 -1.571 2.577 0.534 -0.287
O -0.100 -2.434 2.074 -0.355 0.292 -0.354
H -0.563 1.345 1.098 2.323 0.547 0.112
H 8.972 0.390 5.476 -0.076 0.054 0.022
C 0.055 -7.058 -7.309 -1.150 0.361 -0.540
C -1.741 4.327 -0.120 0.171 0.512 -0.163
O 1.559 -7.340 -5.616 0.548 -0.811 -0.638
H 3.693 -4.342 -4.416 -0.248 0.058 -0.078
H 1.080 0.771 9.881 0.082 0.050 -0.003
O 2.068 -1.828 -3.264 -0.756 -0.468 -0.544
H -3.500 3.311 -2.155 -1.167 1.218 1.424
O -5.367 4.565 4.716 -0.281 -0.800 0.034
H 1.369 0.237 -1.804 -0.989 1.466 1.680
O 3.147 2.869 6.028 -0.559 0.761 -0.330
C 2.132 3.390 5.277 -0.990 2.042 -0.220
C -0.775 -3.975 0.532 -0.125 -0.715 -0.703
O 1.162 -7.801 -7.785 0.932 -0.332 0.651
H -7.940 5.206 6.520 0.082 -0.219 -0.040
H 1.590 2.197 8.943 0.155 -0.211 -0.010
In -5.364 1.990 -0.461 0.126 -0.247 -0.803
C -5.999 -0.991 -4.530 -2.195 0.929 0.485
C 2.472 1.329 4.486 0.190 -0.979 -0.796
O 1.440 1.280 0.116 -1.634 -0.303 -0.342
H 0.901 0.958 2.221 -0.528 1.159 -2.173
H -3.708 -1.469 -3.021 -0.018 0.130 -0.058
C 0.098 -2.829 -11.238 0.349 0.819 -0.679
C -0.105 -3.833 1.860 0.536 -0.640 0.616
C 3.817 0.465 10.284 1.948 -1.572 -0.090
C -3.844 -0.902 -3.949 0.907 0.239 0.698
H -0.199 -6.287 -5.305 0.274 -0.043 -0.029
C 8.268 1.060 5.980 0.833 -0.424 0.684
O 3.016 0.716 9.208 0.805 -0.264 0.685
H 1.014 3.817 -2.580 -1.204 -0.611 1.983
O 1.611 2.451 4.433 0.178 1.103 0.870
O -7.055 3.495 5.755 0.029 0.023 -0.517
O -0.055 -2.399 -3.898 2.812 -0.574 -0.075
C 0.362 3.514 -1.642 -1.446 0.561 -0.307
C -6.011 3.374 4.884 1.041 -1.975 -0.578
O -1.141 -2.875 -10.555 -0.110 -0.752 0.696
C -3.357 4.604 -0.155 -0.227 -0.548 0.590
H 1.060 -5.457 -6.254 -0.106 -0.115 0.035
H 1.901 0.399 4.404 -0.066 0.261 -0.036
C -1.114 -1.914 1.323 -1.248 3.067 0.066
C -0.974 4.518 -1.560 1.318 0.917 0.303
H -3.791 4.218 0.888 1.090 1.023 -2.044
H -0.774 -7.745 -7.112 0.085 0.035 0.010
H -1.262 5.102 0.635 -0.867 -1.617 -1.436
H 2.914 3.059 10.738 -0.042 -0.093 -0.011
C 8.222 2.416 5.356 0.691 0.879 0.165
H -1.345 -4.904 0.450 -0.050 0.248 -0.059
O 5.379 0.954 4.177 2.771 0.538 0.965
H -5.534 6.319 5.808 0.061 -0.184 -0.189
H -0.263 -6.320 -8.050 0.138 -0.240 0.081
H 3.438 -3.083 -2.399 -0.016 0.040 -0.082
H 0.342 -4.909 -11.784 0.012 0.065 0.071
O 1.748 -3.642 -4.560 -0.515 0.466 0.387
C -4.175 3.768 -1.313 -0.080 1.201 0.100
H 0.721 2.733 1.545 -0.447 -2.406 -0.616
C 0.662 -4.195 -11.018 0.863 -0.535 -0.617
C 0.579 -6.422 -6.062 -0.565 1.023 0.433
H 0.718 -2.043 -10.794 -0.053 -0.074 -0.025
O 6.954 0.569 5.790 -0.667 0.411 -0.746
H -6.797 6.028 4.587 0.030 -0.047 0.068
H -5.001 4.507 -1.755 1.899 -1.638 0.564
```
Positions in Å, forces in eV/Å.

Results
* HOMO energy: -3.00 eV
* spin multiplicity: 1
* LUMO energy: 0.0476 hartree
* charge: -1
* frontier orbital gap: 0.1579 Ha
* E_tot: -107785.0342 eV

Atom charges from the Löwdin analysis, given in e for atoms 1 to 6: O 0.07; H 0.14; H 0.12; O 0.07; H 0.12; H 0.14

Q: Look up the HOMO energy of the first one.
A: -0.98 eV